Record 1
Formula: C32H31N6O2S6Tc
Source: the Open Molecules 2025 dataset
Level of theory: ωB97M-V/def2-TZVPD

E_tot = -113925.316 eV
spin multiplicity = 4
charge = +1
E_HOMO (spin up / spin down) = -10.4 / -11.0 eV
Kohn-Sham gap (spin up / spin down) = 7.03 / 6.11 eV

```
78
Properties=species:S:1:pos:R:3:forces:R:3:lowdin_spin:R:1
Tc 0.94476 2.65310 -0.04864 -0.34 0.73 -0.62 1.606
S 1.71187 0.56002 0.23558 -0.27 0.40 0.80 0.017
C 1.62879 -0.11596 -1.35386 0.26 0.07 -1.62 0.009
C 1.91669 -1.44998 -1.52059 0.13 -0.56 0.65 -0.001
C 1.96849 -2.01625 -2.78101 0.95 -1.01 0.29 0.001
C 1.86887 -1.27219 -3.93596 -0.17 0.26 0.00 -0.003
C 1.47098 0.04377 -3.81256 0.06 0.28 0.16 0.001
C 1.35622 0.59950 -2.52709 -0.16 -0.11 -0.89 0.003
S 0.83324 2.27897 -2.41559 0.08 -0.22 0.20 0.035
C -0.98252 2.01973 -2.44712 -0.06 0.22 -1.87 0.011
C -1.63625 2.98013 -1.56843 -0.51 1.11 2.01 0.014
C -2.92728 3.41665 -1.81655 0.38 -0.10 -0.11 -0.001
C -3.55561 4.20828 -0.87649 0.09 -0.29 0.00 0.017
C -2.92888 4.44296 0.33535 -1.02 0.89 0.55 -0.001
C -1.65273 3.98956 0.58923 0.01 0.11 -0.43 0.014
C -0.93351 4.27195 1.90386 -0.81 -0.14 -0.18 0.001
S 0.35706 3.01848 2.21909 -0.07 -0.42 -0.04 0.018
C 1.74947 3.99619 2.64336 0.39 0.51 -0.20 0.029
C 2.11795 4.02735 3.97862 -0.24 -0.45 -0.47 0.003
C 3.14891 4.79401 4.41740 0.45 0.83 0.27 0.012
C 3.78864 5.56840 3.46202 0.65 0.37 -0.66 0.002
C 3.50659 5.52897 2.08794 -0.70 -0.92 1.47 0.011
C 2.44403 4.72593 1.65403 0.11 0.34 0.50 0.027
S 1.94677 4.78262 -0.03232 -0.27 -0.45 -0.11 0.153
N -0.99306 3.36372 -0.41090 -0.22 -0.96 0.02 0.016
H 2.19929 -2.00646 -0.61594 -0.27 0.01 -0.64 0.001
H 2.24558 -3.06195 -2.82065 0.03 -0.06 -0.16 0.000
H 2.15463 -1.62865 -4.91780 -0.37 -0.39 0.12 0.000
H 1.26919 0.57543 -4.75253 0.16 0.28 0.75 0.000
H -1.21338 0.99053 -2.14301 0.06 0.14 0.13 0.001
H -1.42143 2.20379 -3.47779 0.89 -0.49 0.97 -0.001
H -3.40739 3.11731 -2.73812 -0.06 0.10 0.00 0.000
H -4.54809 4.58762 -1.07250 -0.03 0.07 0.10 0.001
H -3.47935 5.05364 1.06028 0.42 -0.40 -0.04 0.000
H -1.63807 4.24685 2.78561 0.68 0.37 -1.11 -0.001
H -0.43728 5.23696 1.75035 -0.02 -0.09 0.48 0.002
H 1.62222 3.42065 4.68328 -0.79 -0.68 0.58 0.000
H 3.37730 4.81402 5.49215 0.14 0.14 -0.70 0.001
H 4.57664 6.23926 3.74189 0.36 0.15 0.31 0.000
H 4.12613 6.08190 1.41894 0.08 0.33 -0.47 0.000
O 6.01164 -4.24057 0.88009 0.54 -0.64 0.36 0.002
S 4.81093 -3.65502 0.42888 -0.86 2.56 0.03 0.003
O 4.84557 -2.52427 -0.47501 0.20 -0.98 0.09 0.002
N 3.84131 -3.03461 1.72238 0.66 -0.61 -0.60 0.018
C 2.67619 -3.51230 1.57291 -1.06 -0.25 0.44 0.089
S 1.38715 -3.00097 2.63824 0.14 -0.09 -0.28 0.840
C 2.40834 -4.53454 0.49381 0.04 -0.28 0.63 0.021
C 1.26612 -5.26948 0.16474 1.85 0.00 -0.91 0.010
C 1.40520 -6.11853 -0.92605 -1.49 -1.13 -0.25 0.000
C 2.58958 -6.29744 -1.62894 0.45 -0.28 0.28 0.000
C 3.76802 -5.70022 -1.18846 -1.69 0.57 0.11 0.001
C 3.60596 -4.80224 -0.13319 0.63 -0.25 -1.08 0.003
H 0.36757 -5.28136 0.70527 -1.06 0.40 0.70 0.007
H 0.52888 -6.76147 -1.19371 0.84 0.77 0.11 0.000
H 2.64973 -6.97508 -2.47707 -0.23 0.08 0.17 0.000
H 4.63931 -5.89571 -1.76513 0.93 0.18 0.15 0.000
C -3.64611 -1.06264 -1.38603 -0.66 -0.98 0.78 0.000
N -2.55989 -0.35210 -0.78190 1.39 -0.11 0.59 0.000
C -1.55195 -1.37396 -0.28541 -0.62 1.38 0.11 0.000
N -2.17392 -2.27515 0.64134 0.45 -0.51 0.59 0.003
C -3.29787 -2.92732 0.00690 0.71 -1.04 0.37 0.000
N -4.29120 -2.00168 -0.42301 -0.45 0.67 -0.54 0.000
C -4.70373 -1.29115 0.75592 -1.99 1.37 0.46 0.000
N -3.64819 -0.52211 1.41639 -0.12 0.03 -0.81 0.000
C -3.10851 0.36597 0.39486 2.13 -0.51 0.48 0.000
C -2.65786 -1.52437 1.78357 0.34 0.47 0.08 0.000
H -3.30017 -1.71118 -2.17285 0.19 0.13 -0.72 0.000
H -4.35891 -0.32598 -1.72385 -0.51 -0.01 -0.33 0.000
H -0.75339 -0.83463 0.22899 0.02 0.03 -0.06 0.000
H -1.12266 -1.88876 -1.13439 -0.04 -0.25 -0.28 0.000
H -3.67533 -3.68224 0.70861 -0.32 0.25 -0.18 0.000
H -2.88503 -3.44201 -0.82858 0.10 -0.66 -0.93 0.000
H -5.04917 -2.01675 1.49664 -0.38 0.07 -0.17 0.000
H -5.52393 -0.55297 0.50595 0.63 -0.94 0.19 0.000
H -2.25829 0.92335 0.85192 -0.54 -0.05 -0.28 0.001
H -3.85814 1.02158 0.02081 -0.75 0.75 -0.04 0.000
H -3.15281 -2.15990 2.50650 0.19 -0.43 0.17 0.000
H -1.79986 -1.04894 2.22529 0.37 0.32 0.49 0.000
```
Positions in Å, forces in eV/Å.



Record 2
Formula: C2H4N2OS
Source: the Open Molecules 2025 dataset
Level of theory: ωB97M-V/def2-TZVPD

E_tot = -17999.011 eV
charge = 0
energy above the lowest of the compared OMol25 structures with the same formula, charge and spin = 351.97 kJ/mol
E_HOMO = -8.5 eV
Kohn-Sham gap = 9.08 eV

```
10
Properties=species:S:1:pos:R:3:forces:R:3:nbo_charge:R:1
C 0.32073 -0.13114 -0.47536 -0.50 1.07 0.08 0.054
C -1.81052 0.46798 0.28082 -0.84 1.41 -0.45 -0.247
N 2.63475 -1.54429 0.37662 -1.37 -0.40 1.48 -0.077
N 1.69663 -1.50899 0.96298 2.18 -0.88 -0.27 0.036
O -0.81506 0.44338 -0.77393 -0.77 0.39 -0.98 -0.531
S 1.60152 0.59769 -1.39451 -1.37 0.73 -1.22 0.046
H -1.18716 0.33102 1.10882 0.11 -0.23 1.88 0.200
H -2.65942 -0.21904 0.26533 0.58 -0.53 -0.67 0.196
H -2.30072 1.49136 0.29865 1.02 -1.03 -0.21 0.196
H 2.51926 0.07203 -0.64942 0.97 -0.52 0.35 0.127
```
Positions in Å, forces in eV/Å.